2 unconnected molecules or ions with the total composition CH7NO at a distorted geometry, computed with ωB97M-V/def2-TZVPD.

Each line ends with the natural charge from an NBO analysis.
Atoms and positions in Å:
C -0.005 -1.469 -1.279  -0.41
H -0.654 3.989 1.428  0.46
H -0.174 2.455 1.278  0.47
H 0.071 -1.498 0.752  0.35
H 1.330 -0.744 0.320  0.36
H 0.546 -1.084 -2.085  0.20
H -0.043 -2.626 -1.323  0.16
H -1.065 -1.285 -1.164  0.20
N 0.396 -0.875 -0.013  -0.86
O -0.400 3.136 2.088  -0.94

Atomic forces in eV per Å
-1.0 -2.5 2.1
1.0 -3.3 3.0
-0.8 2.2 3.2
-0.3 0.7 -0.7
1.1 0.0 -1.1
0.1 0.7 -1.2
0.9 1.4 0.1
-0.4 0.5 -1.6
-0.4 -0.8 2.5
-0.2 1.1 -6.2

Kohn-Sham gap (eV): 10.10
E_HOMO (eV): -9.22
Electronic energy (Eh): -172.22598
Lowest unoccupied orbital energy (eV): 0.88
Relative energy (zero: lowest compared OMol25 entry of this formula, charge and spin) (kJ/mol): 137.0

=====

12 unconnected molecules or ions with the total composition C81H180Br3N9 at a distorted geometry, computed with ωB97M-V/def2-TZVPD.

Each line ends with the Mulliken charge.
Atoms and positions in Å:
C 12.165 -0.366 14.196  -1.22
C 10.702 -0.388 13.702  -0.66
C 10.494 0.168 12.295  -0.53
C 10.880 1.632 12.121  -0.55
N 10.220 2.270 10.795  0.02
C 8.656 2.273 10.736  -0.65
C 8.196 3.546 9.868  -0.66
C 9.445 4.469 9.782  -0.58
C 10.618 3.803 10.610  -0.55
C 10.733 1.464 9.563  -1.07
H 12.837 -0.954 13.571  0.34
H 12.348 -0.713 15.213  0.38
H 12.682 0.593 14.168  0.33
H 10.062 0.261 14.298  0.32
H 10.231 -1.353 13.886  0.34
H 9.521 -0.136 11.911  0.44
H 11.215 -0.428 11.735  0.34
H 11.962 1.734 12.047  0.46
H 10.366 2.337 12.774  0.34
H 8.330 1.311 10.339  0.43
H 8.333 2.450 11.762  0.37
H 7.948 3.049 8.930  0.30
H 7.230 3.987 10.115  0.43
H 9.851 4.484 8.771  0.29
H 9.392 5.498 10.137  0.40
H 11.567 3.703 10.083  0.39
H 10.661 4.260 11.599  0.37
H 10.350 0.447 9.653  0.37
H 11.817 1.502 9.670  0.38
H 10.416 1.994 8.665  0.45
C -2.834 0.112 11.448  -1.14
C -2.108 -0.479 12.658  -0.63
C -2.816 -0.402 14.030  -0.51
C -4.166 -1.199 14.094  -0.75
N -4.723 -1.306 15.511  0.30
C -3.866 -2.003 16.579  -0.67
C -4.804 -2.417 17.641  -0.69
C -5.892 -3.120 16.784  -0.61
C -5.981 -2.202 15.511  -0.55
C -5.098 0.085 16.010  -1.11
H -3.090 1.164 11.577  0.31
H -3.795 -0.384 11.311  0.31
H -2.162 0.049 10.593  0.36
H -1.149 0.032 12.741  0.36
H -1.790 -1.496 12.430  0.33
H -2.951 0.652 14.275  0.34
H -2.213 -0.761 14.864  0.40
H -3.951 -2.245 13.875  0.33
H -4.901 -0.748 13.427  0.46
H -3.115 -1.326 16.985  0.39
H -3.313 -2.804 16.087  0.41
H -5.227 -1.613 18.243  0.29
H -4.393 -3.135 18.350  0.41
H -6.889 -3.288 17.190  0.35
H -5.489 -4.075 16.446  0.33
H -6.840 -1.543 15.387  0.42
H -6.039 -2.804 14.604  0.35
H -4.256 0.662 16.392  0.34
H -5.767 -0.011 16.866  0.51
H -5.684 0.595 15.246  0.37
C 18.862 2.502 -2.116  -1.16
C 19.610 3.812 -2.377  -0.67
C 20.914 3.799 -1.672  -0.66
C 20.851 3.915 -0.087  -0.65
N 22.259 3.753 0.602  0.24
C 22.764 2.272 0.420  -0.63
C 23.465 1.974 1.713  -0.54
C 23.229 3.025 2.704  -0.59
C 22.091 3.887 2.161  -0.70
C 23.305 4.792 0.124  -0.95
H 18.053 2.273 -2.809  0.38
H 18.455 2.397 -1.110  0.28
H 19.551 1.663 -2.215  0.31
H 19.060 4.701 -2.068  0.33
H 19.709 3.947 -3.455  0.36
H 21.493 4.690 -1.916  0.41
H 21.528 3.034 -2.145  0.43
H 20.130 3.254 0.394  0.45
H 20.597 4.946 0.159  0.37
H 23.287 2.134 -0.526  0.47
H 21.888 1.626 0.389  0.32
H 24.528 1.995 1.472  0.29
H 23.065 1.047 2.126  0.33
H 24.125 3.646 2.719  0.31
H 22.970 2.682 3.705  0.40
H 22.106 4.921 2.508  0.42
H 21.088 3.574 2.449  0.41
H 23.285 4.829 -0.965  0.36
H 24.327 4.516 0.386  0.39
H 23.081 5.760 0.571  0.31
C 18.376 12.726 -1.094  -1.25
C 18.920 13.084 -2.446  -0.80
C 20.243 13.792 -2.659  -0.09
C 21.444 12.932 -2.240  -0.70
N 22.729 13.780 -2.160  0.15
C 22.590 14.996 -1.117  -0.80
C 22.507 16.304 -2.003  -0.39
C 23.416 16.006 -3.119  -0.53
C 23.122 14.546 -3.424  -0.59
C 23.875 12.877 -1.632  -1.06
H 17.411 12.228 -1.188  0.39
H 18.119 13.562 -0.444  0.32
H 19.046 12.048 -0.567  0.31
H 18.138 13.499 -3.082  0.43
H 19.070 12.120 -2.932  0.32
H 20.206 14.693 -2.046  0.18
H 20.319 14.084 -3.706  0.37
H 21.725 12.166 -2.964  0.37
H 21.467 12.468 -1.254  0.35
H 23.498 15.003 -0.514  0.46
H 21.872 14.878 -0.306  0.30
H 22.834 17.063 -1.292  0.41
H 21.460 16.428 -2.278  0.28
H 24.450 16.165 -2.815  0.30
H 23.210 16.601 -4.009  0.34
H 23.931 13.987 -3.896  0.37
H 22.384 14.473 -4.223  0.29
H 24.026 12.152 -2.432  0.39
H 23.567 12.601 -0.624  0.43
H 24.676 13.610 -1.531  0.44
C 2.621 -5.489 -0.562  -1.24
C 2.973 -7.039 -0.663  -0.82
C 4.153 -7.497 0.239  -0.28
C 4.363 -9.072 0.217  -1.06
N 5.695 -9.618 0.863  0.18
C 5.881 -11.106 0.608  -0.62
C 7.359 -11.436 0.784  -0.53
C 8.012 -10.011 0.586  -0.75
C 6.925 -9.038 0.105  -0.59
C 5.599 -9.161 2.380  -0.91
H 3.408 -4.945 -1.085  0.35
H 2.347 -5.190 0.450  0.35
H 1.660 -5.308 -1.042  0.37
H 3.176 -7.362 -1.684  0.40
H 2.114 -7.688 -0.496  0.48
H 4.019 -7.094 1.243  0.38
H 4.959 -6.920 -0.215  0.28
H 4.303 -9.455 -0.802  0.34
H 3.613 -9.673 0.731  0.54
H 5.227 -11.679 1.265  0.44
H 5.568 -11.349 -0.407  0.39
H 7.573 -11.768 1.800  0.28
H 7.627 -12.133 -0.010  0.33
H 8.533 -9.639 1.468  0.33
H 8.682 -10.065 -0.273  0.40
H 7.146 -8.007 0.383  0.43
H 6.656 -9.028 -0.951  0.45
H 5.803 -8.097 2.502  0.34
H 6.472 -9.567 2.892  0.44
H 4.634 -9.515 2.743  0.30
C 10.042 -0.055 -11.235  -1.28
C 8.908 0.559 -10.343  -0.39
C 7.585 -0.219 -10.559  -0.70
C 6.372 0.453 -9.862  -1.09
N 5.050 -0.075 -10.453  0.23
C 4.840 0.535 -11.924  -0.51
C 3.613 1.376 -11.885  -0.65
C 2.791 0.730 -10.825  -0.51
C 3.742 0.415 -9.677  -0.64
C 4.949 -1.587 -10.548  -1.06
H 9.741 -0.043 -12.282  0.33
H 10.239 -1.068 -10.883  0.32
H 10.980 0.499 -11.185  0.38
H 8.747 1.605 -10.603  0.37
H 9.142 0.387 -9.293  0.28
H 7.594 -1.221 -10.130  0.44
H 7.379 -0.507 -11.590  0.49
H 6.280 1.524 -10.048  0.53
H 6.514 0.348 -8.786  0.49
H 4.771 -0.171 -12.752  0.32
H 5.746 1.105 -12.130  0.37
H 3.029 1.459 -12.801  0.34
H 3.822 2.403 -11.586  0.35
H 2.242 -0.147 -11.169  0.30
H 2.145 1.527 -10.457  0.37
H 3.435 -0.385 -9.004  0.37
H 4.071 1.309 -9.148  0.39
H 3.892 -1.850 -10.599  0.37
H 5.280 -1.928 -9.567  0.43
H 5.530 -1.873 -11.425  0.37
C 0.028 -15.377 12.752  -1.31
C 0.184 -13.900 12.307  -0.84
C 0.565 -12.808 13.322  -0.25
C 0.596 -11.483 12.670  -0.89
N 1.172 -10.286 13.549  0.32
C 0.905 -8.998 12.745  -0.61
C 2.113 -8.905 11.811  -0.53
C 3.285 -9.206 12.829  -0.66
C 2.731 -10.342 13.691  -0.37
C 0.457 -10.155 14.901  -1.08
H -0.408 -15.960 11.940  0.38
H -0.656 -15.404 13.599  0.33
H 0.954 -15.850 13.078  0.33
H -0.710 -13.628 11.745  0.42
H 0.833 -13.919 11.431  0.40
H 1.569 -12.968 13.714  0.37
H -0.082 -12.824 14.199  0.40
H -0.426 -11.258 12.365  0.41
H 1.140 -11.566 11.729  0.26
H 0.822 -8.228 13.513  0.45
H -0.014 -9.012 12.159  0.29
H 2.354 -7.960 11.323  0.42
H 2.126 -9.676 11.042  0.27
H 3.589 -8.344 13.422  0.33
H 4.184 -9.601 12.355  0.35
H 3.059 -10.200 14.721  0.30
H 2.939 -11.342 13.312  0.30
H 0.703 -11.086 15.412  0.44
H -0.599 -10.008 14.675  0.38
H 0.746 -9.270 15.467  0.41
C 5.268 0.471 3.213  -1.24
C 6.539 0.577 2.466  -0.53
C 6.390 1.574 1.313  -0.43
C 7.692 1.672 0.486  -1.05
N 7.642 2.755 -0.698  0.21
C 9.028 2.610 -1.470  -0.51
C 9.546 3.981 -1.875  -0.57
C 8.420 4.956 -1.397  -0.68
C 7.698 4.223 -0.255  -0.67
C 6.448 2.434 -1.628  -1.02
H 5.390 -0.350 3.919  0.37
H 4.508 0.232 2.470  0.35
H 5.032 1.271 3.914  0.36
H 6.881 -0.341 1.987  0.38
H 7.410 0.825 3.072  0.34
H 6.260 2.542 1.796  0.29
H 5.496 1.322 0.742  0.48
H 7.668 0.730 -0.063  0.45
H 8.594 1.790 1.087  0.39
H 8.962 1.883 -2.279  0.45
H 9.737 2.316 -0.696  0.25
H 9.590 4.046 -2.962  0.28
H 10.548 4.143 -1.476  0.37
H 7.790 5.091 -2.277  0.35
H 8.923 5.883 -1.122  0.37
H 6.718 4.626 0.000  0.43
H 8.315 4.152 0.641  0.39
H 6.361 1.363 -1.814  0.35
H 6.498 2.989 -2.564  0.42
H 5.560 2.846 -1.149  0.41
C 4.319 11.466 2.374  -1.24
C 5.129 12.103 1.213  -0.59
C 4.297 12.558 0.036  -0.43
C 3.443 11.450 -0.636  -0.88
N 2.246 12.042 -1.458  0.30
C 1.445 10.888 -2.126  -0.72
C -0.044 11.302 -1.992  -0.51
C -0.148 12.077 -0.705  -0.76
C 1.191 12.785 -0.647  -0.37
C 2.848 12.937 -2.615  -1.10
H 4.993 11.223 3.195  0.38
H 3.738 10.561 2.194  0.37
H 3.605 12.176 2.792  0.31
H 5.827 11.337 0.874  0.32
H 5.661 12.949 1.647  0.33
H 4.894 12.964 -0.781  0.38
H 3.645 13.328 0.448  0.35
H 3.011 10.823 0.145  0.41
H 3.936 10.732 -1.291  0.49
H 1.772 10.711 -3.151  0.33
H 1.531 9.948 -1.582  0.40
H -0.297 11.964 -2.820  0.30
H -0.693 10.428 -2.045  0.40
H -0.959 12.803 -0.750  0.33
H -0.295 11.490 0.202  0.36
H 1.207 13.848 -0.890  0.37
H 1.613 12.786 0.358  0.26
H 3.200 13.847 -2.129  0.43
H 2.027 13.216 -3.276  0.41
H 3.626 12.336 -3.086  0.37
Br 4.806 7.785 -8.217  -1.00
Br 0.763 5.242 2.986  -1.00
Br 8.847 -3.617 -4.198  -1.00

Atomic forces in eV per Å
0.5 0.0 -0.3
-0.2 1.3 1.3
1.1 -1.3 -0.5
-2.4 0.9 -1.5
0.0 -0.2 -1.4
0.6 1.7 0.8
1.1 -1.9 -0.2
1.5 -1.1 0.0
-1.5 -1.8 -0.1
-0.2 1.3 1.5
-0.3 -0.5 -0.2
-0.6 -0.1 0.0
-0.6 0.5 0.0
0.2 0.2 0.7
0.3 -0.2 -0.7
-0.2 0.5 0.1
0.0 0.1 -0.7
-0.2 0.5 0.1
0.7 -0.4 1.0
-0.1 0.2 0.2
-0.1 -0.5 0.1
0.4 0.6 -0.6
0.4 0.1 0.8
-0.5 0.3 -0.2
-0.6 -0.2 -0.1
0.0 0.7 0.3
0.4 -0.3 0.0
0.1 0.2 -0.2
0.0 -0.3 -0.3
-0.1 -0.3 0.0
-0.2 0.1 0.7
0.4 0.0 0.3
-0.8 -0.1 0.0
1.8 0.1 0.8
-0.7 0.5 0.4
1.5 1.4 -0.6
-1.8 -1.6 0.3
0.0 1.0 -1.0
-0.3 -0.2 -0.1
-0.7 -0.4 0.5
0.2 0.1 0.2
0.2 -0.2 -0.6
-0.4 -0.2 -0.2
0.0 0.2 0.3
-0.3 -0.3 0.1
-0.4 0.1 -0.1
0.4 -0.3 -0.3
-0.1 0.1 -0.6
-0.2 -0.3 0.3
0.0 0.3 -0.4
-0.3 -0.3 0.0
0.2 0.2 -0.2
0.3 0.1 -0.1
0.3 0.1 0.3
-0.1 -0.1 0.1
0.0 0.0 0.7
0.6 0.0 0.0
0.2 -0.2 -0.6
0.0 -0.3 -0.1
0.4 0.0 -0.1
-0.1 -0.4 0.0
-1.5 -0.1 0.1
1.9 1.1 1.0
1.4 0.2 -1.1
-0.7 -0.4 0.2
-1.6 1.0 0.3
1.2 -1.6 -0.9
-0.6 2.4 0.7
0.0 -0.1 -0.8
-0.7 -0.8 -0.2
0.0 0.4 0.0
-0.1 0.3 0.1
0.2 0.0 -0.1
-0.4 -0.1 0.2
0.5 -0.1 0.0
-0.2 0.3 -0.4
0.1 -0.7 0.9
0.4 -0.2 0.1
-0.3 0.0 -0.1
0.2 0.4 0.3
-0.3 0.4 -0.3
0.1 -1.0 0.5
0.7 -0.4 -0.4
-0.1 0.1 0.6
0.3 0.0 -0.1
0.4 0.2 -0.6
0.1 -0.6 -0.4
-0.2 0.1 0.2
-0.3 -0.4 0.4
-0.2 -0.1 -0.1
-0.2 0.3 0.9
-0.4 -1.5 -1.6
-0.1 0.0 1.2
1.4 1.2 -0.4
-0.2 1.6 1.7
0.5 0.2 -0.7
-1.1 -1.4 3.0
0.6 -0.4 -0.7
0.5 -1.2 -1.2
-1.2 2.3 -0.9
0.1 -0.3 -0.3
0.4 0.3 0.0
0.0 0.0 0.2
0.1 0.6 0.2
-0.1 -0.4 -0.2
0.3 0.2 -0.1
0.1 -0.1 0.1
-0.4 -0.1 -0.2
-0.9 0.0 0.0
0.5 0.0 -0.6
-0.8 -0.4 -0.7
-0.2 0.5 -0.5
0.2 0.4 -0.2
0.1 -0.1 -0.1
0.2 0.0 0.1
0.4 0.2 0.3
-0.7 -0.1 0.6
0.3 -0.4 0.7
0.2 -0.7 -0.3
0.5 -0.6 -0.2
-0.4 -2.1 -0.4
-0.7 -0.2 0.3
-0.3 -0.4 -0.5
0.5 0.2 0.2
-1.1 2.5 -0.5
-0.7 -0.3 0.8
-0.3 2.0 0.1
0.2 -0.4 -1.8
-0.5 -0.6 1.8
1.5 -1.0 -1.5
-0.1 0.4 0.5
0.9 0.1 0.2
0.2 -0.1 -0.6
0.5 0.6 -0.3
-0.4 0.3 0.7
-0.1 -0.3 0.1
0.7 -0.5 0.3
0.5 0.2 -0.2
-0.4 0.6 0.3
-0.1 0.2 0.1
-0.1 0.5 -0.1
0.1 -0.4 -0.3
0.4 -0.1 0.5
0.0 -0.1 -0.2
0.6 0.0 0.5
-0.3 -0.1 0.2
0.2 -0.4 0.0
-0.8 0.1 -0.7
-0.4 -0.7 0.1
0.3 0.2 0.1
-0.6 0.5 0.7
-0.1 -1.4 -0.9
-0.7 -0.2 0.4
0.1 0.0 -1.4
-1.5 0.0 -0.8
1.6 0.3 0.1
-0.2 0.7 0.1
-0.8 0.6 1.6
1.6 -0.2 -1.3
0.2 1.2 0.7
-0.1 -0.2 0.0
0.0 -0.1 -0.3
-0.1 0.1 0.2
0.1 0.1 0.3
0.3 0.6 0.1
0.7 -0.1 0.4
0.0 0.9 -0.4
0.3 0.1 -0.1
-0.8 -0.4 0.1
0.0 -0.8 0.7
-0.1 0.0 0.1
0.4 -0.3 -0.2
0.2 0.0 0.0
-0.1 0.1 0.1
-0.7 -0.5 0.0
0.1 0.2 0.0
-0.3 0.0 0.1
0.1 0.0 -0.5
0.4 -0.5 -0.4
-0.1 -0.6 0.5
-0.2 0.9 0.6
-0.1 -0.6 -1.1
0.8 -1.2 0.7
-0.5 0.9 0.1
-0.9 0.8 -0.6
0.5 -0.3 -0.6
1.9 0.1 1.5
-0.5 -0.9 -0.9
-1.0 0.0 -0.3
0.2 -0.7 -1.2
0.1 0.1 0.1
-0.1 -0.2 0.0
0.1 0.2 -0.1
-0.7 0.2 0.6
0.9 0.3 0.3
0.2 -0.6 0.1
-0.3 -0.1 -0.1
0.0 0.7 0.3
0.5 0.5 0.3
0.3 0.3 -0.4
-0.2 -0.5 0.5
-0.7 0.1 0.1
-0.3 0.0 0.1
-0.3 0.0 0.0
0.0 0.3 -0.2
-0.5 -0.5 0.1
0.6 0.2 0.2
-0.5 0.3 0.4
-0.1 -0.5 0.1
0.6 -0.2 -0.3
-0.1 -1.3 1.1
1.7 0.5 -1.4
1.2 1.5 0.8
-2.2 0.0 -1.5
0.9 -1.0 -0.6
-0.1 -0.1 1.1
-1.4 0.1 -0.7
1.1 -0.7 -0.1
0.4 -0.5 -0.3
0.3 1.0 0.7
-0.4 -0.5 -0.2
-0.5 0.2 0.6
-0.2 0.6 -0.8
-0.5 -0.6 0.2
-0.1 0.4 0.3
-0.5 0.3 -0.1
0.2 0.1 -0.2
0.9 0.0 -0.2
-0.1 0.3 -0.2
-0.2 -0.1 0.3
-0.3 -0.8 -0.1
0.3 0.1 0.1
-0.3 0.2 0.1
-0.3 0.4 0.4
-0.7 0.2 0.2
0.0 -0.3 -0.1
0.0 0.4 0.1
0.2 0.2 0.1
0.6 -0.1 0.0
0.0 -0.4 0.2
0.0 0.5 0.2
-0.4 -1.4 0.5
-0.6 -0.4 -1.0
-1.2 0.6 0.8
0.4 -0.7 -1.7
-1.0 0.1 0.5
0.5 -0.3 -0.9
0.2 0.4 0.1
1.5 0.6 1.6
-1.0 -0.7 1.7
0.1 0.0 0.0
0.2 -0.1 -0.5
-0.1 0.2 0.0
0.4 0.2 0.0
0.2 0.0 -0.3
0.3 0.4 0.4
-0.2 0.2 -0.4
-0.4 0.1 -0.1
0.4 0.5 -0.2
0.1 0.3 0.1
0.7 0.2 0.3
-0.1 0.0 -0.1
0.1 0.1 0.0
0.0 0.0 0.0
0.0 -0.3 -0.2
-0.2 -0.2 -0.6
-0.3 -0.1 0.2
0.3 -0.2 -0.2
0.1 -0.3 -0.1
-0.1 0.3 -0.1
0.1 -0.2 0.2
0.3 0.0 0.0
-0.1 0.1 0.2

Net charge: +6
Kohn-Sham gap (eV): 3.07
E_HOMO (eV): -9.87
Electronic energy (Eh): -11406.83538
Lowest unoccupied orbital energy (eV): -6.81

=====

2 unconnected molecules or ions with the total composition C4H13NOS2 at a distorted geometry, computed with ωB97M-V/def2-TZVPD.

Each line ends with the natural charge from an NBO analysis.
Atoms and positions in Å:
S -3.280 0.989 1.803  -0.16
S -1.600 2.208 1.570  0.09
C -0.209 1.060 1.895  -0.54
C -0.350 -0.319 1.251  -0.23
N -0.831 -0.206 -0.174  -0.67
C -0.441 -1.328 -0.984  -0.21
C 1.095 -1.233 -1.415  -0.66
H -3.291 0.321 0.608  0.15
H -0.070 0.864 2.938  0.22
H 0.718 1.572 1.500  0.23
H -0.890 -1.045 1.818  0.20
H 0.677 -0.614 1.244  0.18
H -0.747 0.772 -0.383  0.38
H -0.624 -2.294 -0.432  0.20
H -0.982 -1.138 -1.942  0.20
H 1.621 -1.990 -0.841  0.21
H 1.498 -0.316 -0.999  0.19
H 1.231 -1.397 -2.472  0.21
H 2.767 0.912 -1.838  0.47
H 1.392 1.456 -1.557  0.46
O 2.317 1.725 -1.589  -0.93

Atomic forces in eV per Å
0.3 0.1 -0.2
-0.3 -0.6 0.0
0.1 0.0 -0.6
0.3 1.4 -2.1
-0.5 -1.0 3.7
1.2 1.5 -1.8
-1.1 -1.0 1.8
0.3 0.4 0.4
0.0 0.4 0.8
-1.1 -0.4 0.3
-0.8 -0.2 0.4
1.0 -0.9 0.0
0.2 0.0 -1.3
-0.3 1.1 -0.9
-0.1 -1.2 0.7
0.4 -0.4 -0.3
-0.1 0.1 -0.5
0.2 0.2 -0.3
0.1 0.1 -0.1
0.1 0.2 -0.1
0.0 0.1 0.0

Kohn-Sham gap (eV): 9.25
E_HOMO (eV): -8.74
Electronic energy (Eh): -1086.52417
Lowest unoccupied orbital energy (eV): 0.51
Relative energy (zero: lowest compared OMol25 entry of this formula, charge and spin) (kJ/mol): 150.0

=====

Repeat the first record exactly.
2 unconnected molecules or ions with the total composition CH7NO at a distorted geometry, computed with ωB97M-V/def2-TZVPD.

Each line ends with the natural charge from an NBO analysis.
Atoms and positions in Å:
C -0.005 -1.469 -1.279  -0.41
H -0.654 3.989 1.428  0.46
H -0.174 2.455 1.278  0.47
H 0.071 -1.498 0.752  0.35
H 1.330 -0.744 0.320  0.36
H 0.546 -1.084 -2.085  0.20
H -0.043 -2.626 -1.323  0.16
H -1.065 -1.285 -1.164  0.20
N 0.396 -0.875 -0.013  -0.86
O -0.400 3.136 2.088  -0.94

Atomic forces in eV per Å
-1.0 -2.5 2.1
1.0 -3.3 3.0
-0.8 2.2 3.2
-0.3 0.7 -0.7
1.1 0.0 -1.1
0.1 0.7 -1.2
0.9 1.4 0.1
-0.4 0.5 -1.6
-0.4 -0.8 2.5
-0.2 1.1 -6.2

Kohn-Sham gap (eV): 10.10
E_HOMO (eV): -9.22
Electronic energy (Eh): -172.22598
Lowest unoccupied orbital energy (eV): 0.88
Relative energy (zero: lowest compared OMol25 entry of this formula, charge and spin) (kJ/mol): 137.0

=====

> Which of these has the highest lowest unoccupied orbital energy?

CH7NO

=====

> Which value of E_HOMO does entry 3 give?

-8.74 eV

=====

> Number 3 is which compound?

C4H13NOS2